Entry 1:
Formula: C30H42MnN5O3Si3
Source: the OMol25 dataset
Level of theory: the ωB97M-V functional and the def2-TZVPD basis

Last column: Löwdin charge in e.
Element x y z (Å)
1 Mn -0.4787 0.4065 -0.1350  0.53
2 O 1.0405 0.4810 3.6236  0.02
3 C 0.4989 0.6970 2.5386  -0.61
4 O 0.7099 0.1334 1.4259  -0.16
5 C -0.6285 1.7263 2.5050  -0.16
6 C -0.7639 2.6336 3.5850  0.01
7 C -1.8006 3.5057 3.5604  -0.01
8 C -2.7570 3.4186 2.5183  -0.15
9 C -3.9184 4.2345 2.5000  -0.05
10 C -4.8657 4.0600 1.5392  -0.09
11 C -4.6984 3.0529 0.5569  -0.07
12 C -3.5833 2.2712 0.5367  -0.02
13 C -2.5671 2.4551 1.5071  -0.17
14 N -1.4408 1.6592 1.4834  0.13
15 H -0.0252 2.5988 4.3718  0.11
16 H -1.9287 4.2500 4.3391  0.11
17 H -4.0387 4.9844 3.2732  0.10
18 H -5.7498 4.6854 1.5268  0.10
19 H -5.4598 2.9080 -0.1987  0.10
20 H -3.4432 1.5196 -0.2232  0.06
21 C 0.8028 3.4371 -1.3116  -0.18
22 Si 1.3909 1.9542 -2.3426  0.36
23 C 3.0462 2.6020 -3.0090  -0.20
24 C 0.3850 1.8329 -3.9388  -0.20
25 C 1.4763 0.3729 -1.3891  -0.49
26 Si 2.9503 0.3285 -0.2666  0.39
27 C 3.1077 1.9163 0.7426  -0.17
28 C 4.6013 0.2451 -1.2164  -0.19
29 C 3.1577 -1.1586 0.8937  -0.19
30 Si 1.4893 -1.0936 -2.4528  0.42
31 C 2.1529 -2.6960 -1.7103  -0.18
32 C 2.4054 -0.9639 -4.0991  -0.17
33 C -0.2847 -1.6508 -2.8738  -0.29
34 C -0.6823 -2.3189 -4.0376  -0.07
35 C -1.9939 -2.7354 -4.1747  -0.09
36 C -2.8909 -2.4817 -3.1471  -0.08
37 C -2.4255 -1.8159 -2.0256  -0.16
38 N -1.1645 -1.4205 -1.8903  0.02
39 H 0.1375 4.0748 -1.8983  0.03
40 H 1.6569 4.0360 -0.9820  0.02
41 H 0.2456 3.1335 -0.4234  0.00
42 H 2.8406 3.5126 -3.5827  0.03
43 H 3.5285 1.8865 -3.6801  0.02
44 H 3.7532 2.8619 -2.2194  0.01
45 H -0.2560 2.7099 -4.0384  0.02
46 H -0.2789 0.9704 -3.9639  0.01
47 H 1.0564 1.7937 -4.8015  0.02
48 H 3.5278 2.7245 0.1396  0.02
49 H 3.7753 1.7469 1.5925  0.03
50 H 2.1481 2.2590 1.1304  0.02
51 H 4.7266 1.0564 -1.9333  0.00
52 H 4.6872 -0.6974 -1.7654  0.01
53 H 5.4395 0.2834 -0.5121  0.03
54 H 2.2880 -1.8106 0.8840  0.00
55 H 3.2666 -0.8030 1.9209  0.03
56 H 4.0436 -1.7411 0.6248  0.02
57 H 3.2033 -2.6377 -1.4245  0.02
58 H 2.0457 -3.4819 -2.4645  0.03
59 H 1.5833 -2.9922 -0.8280  0.02
60 H 3.4310 -0.6275 -3.9240  0.02
61 H 1.9316 -0.2554 -4.7768  0.01
62 H 2.4586 -1.9356 -4.6002  0.02
63 H 0.0384 -2.4938 -4.8270  0.09
64 H -2.3200 -3.2456 -5.0741  0.10
65 H -3.9313 -2.7705 -3.2178  0.09
66 H -3.0932 -1.5616 -1.2084  0.09
67 N -1.6256 -1.1661 1.0184  0.20
68 C -1.5265 -1.9984 1.8112  -0.18
69 N -1.2817 -2.9034 2.7400  -0.09
70 C -1.8713 -4.2346 2.7149  -0.12
71 C -2.1845 -4.6273 4.1463  -0.20
72 O -1.0280 -4.5445 4.9599  -0.13
73 C -0.5030 -3.2208 4.9937  -0.18
74 C -0.1094 -2.7532 3.6094  -0.09
75 H -1.1568 -4.9457 2.2849  0.13
76 H -2.7682 -4.2213 2.0974  0.13
77 H -2.5293 -5.6598 4.1970  0.12
78 H -2.9671 -3.9678 4.5440  0.13
79 H 0.3672 -3.2467 5.6470  0.13
80 H -1.2501 -2.5379 5.4179  0.13
81 H 0.7090 -3.3692 3.2223  0.14
82 H 0.2218 -1.7153 3.6071  0.11
83 N -2.4098 1.7946 -2.2266  0.01
84 C -1.6462 1.2870 -1.5160  -0.36

Cartesian forces (eV/Å) of the 3 atoms listed first:
-0.441 -0.518 -0.420
0.083 -0.113 -0.060
-0.291 0.222 -0.078

Summary:
- E_LUMO (alpha / beta) (eV) = 2.37 / 2.37
- HOMO (alpha / beta) (eV) = -4.4007 / -4.3922
- net charge = -1
- HOMO-LUMO gap (alpha / beta) (eV) = 6.8 / 6.8
- spin multiplicity = 2

Entry 2:
Formula: C30H42N3O2PSiSm
Source: the OMol25 dataset
Level of theory: the ωB97M-V functional and the def2-TZVPD basis

Last column: Löwdin charge in e.
Element x y z (Å)
1 Sm -0.1399 -0.5196 1.3648  1.61
2 C 6.5621 -0.6664 1.5556  -0.04
3 C 6.1000 -1.9379 1.2511  -0.05
4 C 4.8125 -2.1174 0.7677  -0.08
5 C 3.9889 -1.0124 0.5843  -0.37
6 C 4.4542 0.2682 0.8886  -0.09
7 C 5.7389 0.4378 1.3724  -0.05
8 P 2.2993 -1.1097 -0.0339  0.97
9 C 2.1947 -0.0076 -1.4511  -0.39
10 C 3.0477 -0.1507 -2.5495  -0.07
11 C 2.9762 0.7414 -3.6032  -0.03
12 C 2.0688 1.7946 -3.5674  -0.03
13 C 1.2359 1.9623 -2.4714  -0.06
14 C 1.3018 1.0611 -1.4157  -0.12
15 C 1.9623 -2.8033 -0.5866  -0.39
16 C 1.6085 -3.1189 -1.8956  -0.06
17 C 1.3068 -4.4309 -2.2389  -0.05
18 C 1.3578 -5.4353 -1.2842  -0.05
19 C 1.7008 -5.1296 0.0292  -0.07
20 C 1.9910 -3.8192 0.3765  -0.16
21 H 7.5663 -0.5332 1.9287  0.12
22 H 6.7457 -2.7941 1.3787  0.12
23 H 4.4858 -3.1162 0.5073  0.10
24 H 3.8253 1.1394 0.7347  0.11
25 H 6.1005 1.4295 1.6009  0.12
26 H 3.7789 -0.9490 -2.5722  0.13
27 H 3.6377 0.6332 -4.4498  0.12
28 H 2.0322 2.4984 -4.3860  0.12
29 H 0.5669 2.8102 -2.4237  0.10
30 H 0.6893 1.2938 -0.5314  0.04
31 H 1.5743 -2.3495 -2.6550  0.11
32 H 1.0539 -4.6694 -3.2616  0.12
33 H 1.1553 -6.4588 -1.5661  0.12
34 H 1.7737 -5.9125 0.7705  0.12
35 H 2.2811 -3.5975 1.4010  0.11
36 C 0.5436 5.3174 0.2686  -0.17
37 Si -0.3963 4.8343 1.7993  0.43
38 C -2.2043 5.2904 1.6598  -0.18
39 C 0.3864 5.4735 3.3497  -0.17
40 C -0.3518 2.9587 1.8748  -0.22
41 C -0.3248 1.7354 1.9058  -0.32
42 H 0.4217 6.3791 0.0593  0.05
43 H 0.1979 4.7646 -0.6067  0.01
44 H 1.6089 5.1265 0.3924  0.04
45 H -2.3752 6.2977 2.0385  0.04
46 H -2.8288 4.6177 2.2487  0.03
47 H -2.5430 5.2798 0.6219  0.02
48 H 0.4379 6.5620 3.3076  0.05
49 H 1.4001 5.0950 3.4686  0.04
50 H -0.1876 5.2034 4.2344  0.04
51 N -4.1974 -5.1750 1.0865  0.21
52 C -2.7054 -4.9255 1.1445  -0.12
53 C -2.4160 -3.4518 1.4250  -0.24
54 N -0.9748 -3.1819 1.5344  -0.04
55 H -4.4003 -6.1675 0.9165  0.19
56 H -4.6437 -4.6383 0.3342  0.18
57 H -4.6620 -4.9185 1.9652  0.18
58 H -2.3094 -5.2432 0.1789  0.14
59 H -2.3187 -5.5870 1.9199  0.14
60 H -2.8942 -3.1449 2.3597  0.14
61 H -2.8262 -2.8162 0.6367  0.10
62 H -0.4751 -3.5093 0.7014  0.06
63 H -0.5723 -3.7171 2.3049  0.10
64 O -4.0880 -0.7144 0.0737  0.09
65 C -3.0692 -0.0579 -0.0079  -0.56
66 O -1.8712 -0.5777 0.0390  -0.26
67 C -3.1072 1.4543 -0.1545  -0.16
68 N -4.5660 1.8574 -0.1909  0.12
69 C -4.8292 2.5791 -1.5029  -0.07
70 C -3.7154 2.0855 -2.4045  -0.13
71 C -2.5171 1.9873 -1.4629  -0.10
72 H -2.6307 1.9008 0.7264  0.13
73 H -4.8183 2.4334 0.6128  0.19
74 H -5.1076 0.9776 -0.1267  0.16
75 H -4.7488 3.6456 -1.2969  0.14
76 H -5.8431 2.3483 -1.8229  0.14
77 H -3.5467 2.7814 -3.2240  0.14
78 H -3.9611 1.1144 -2.8359  0.13
79 H -2.0730 2.9682 -1.2867  0.12
80 H -1.7321 1.3267 -1.8343  0.12

Cartesian forces (eV/Å) of the 3 atoms listed first:
-0.152 0.096 -0.060
-0.054 -0.014 -0.018
0.028 0.044 0.017

Summary:
- E_LUMO (alpha / beta) (eV) = -9.04 / -7.85
- HOMO (alpha / beta) (eV) = -15.5396 / -15.5222
- net charge = +3
- ΔE to the lowest compared entry with this formula, charge and spin (kcal per mole) = 0.0
- HOMO-LUMO gap (alpha / beta) (eV) = 6.5 / 7.7
- spin multiplicity = 6

Entry 3:
Formula: C30H42N5SSiTa
Source: the OMol25 dataset
Level of theory: the ωB97M-V functional and the def2-TZVPD basis

Last column: Löwdin charge in e.
Element x y z (Å)
1 Ta 0.1980 -0.1279 -0.3198  1.79
2 C -0.3131 3.0076 -3.5539  0.02
3 C 0.3954 1.9541 -2.7700  -0.19
4 C 0.2529 0.5953 -3.1342  -0.26
5 C -0.7387 0.2123 -4.1907  -0.02
6 C 1.1359 -0.3652 -2.5907  -0.27
7 C 1.1333 -1.7881 -3.1068  0.01
8 C 2.1241 0.0437 -1.6267  -0.32
9 C 3.3643 -0.7836 -1.3751  0.01
10 C 2.0728 1.3507 -1.0818  -0.26
11 C 3.0864 1.7635 -0.0454  0.01
12 C 1.2083 2.3145 -1.6645  -0.16
13 C 1.2565 3.7472 -1.2314  0.00
14 H -1.3272 3.1730 -3.1674  0.12
15 H -0.4164 2.7168 -4.5971  0.11
16 H 0.2097 3.9587 -3.5137  0.11
17 H -0.2302 0.1612 -5.1606  0.14
18 H -1.5418 0.9378 -4.2777  0.09
19 H -1.1778 -0.7662 -4.0166  0.09
20 H 1.5121 -2.5013 -2.3764  0.07
21 H 1.7871 -1.8582 -3.9813  0.14
22 H 0.1480 -2.1173 -3.4242  0.09
23 H 4.1820 -0.3065 -1.9243  0.14
24 H 3.2893 -1.7937 -1.7572  0.08
25 H 3.6547 -0.8217 -0.3306  0.06
26 H 3.3553 0.9457 0.6163  0.07
27 H 2.7503 2.5984 0.5601  0.09
28 H 3.9990 2.0919 -0.5541  0.14
29 H 2.0199 4.2649 -1.8242  0.14
30 H 1.5359 3.8678 -0.1899  0.09
31 H 0.3172 4.2643 -1.4050  0.09
32 C -4.5826 2.4328 -0.3812  0.04
33 N -4.1986 1.1449 0.2186  -0.07
34 C -4.9619 0.4679 1.1565  0.05
35 C -4.3713 -0.7206 1.3863  0.04
36 N -3.2296 -0.7621 0.5823  0.02
37 C -3.1541 0.3898 -0.1179  -0.58
38 S -1.9347 0.7886 -1.2708  0.86
39 C -2.5010 -1.9490 0.3182  -0.21
40 C -3.1700 -3.1564 0.3559  0.07
41 C -2.4558 -4.3278 0.1586  0.06
42 C -1.0907 -4.2580 -0.0671  0.03
43 C -0.4993 -3.0164 -0.0987  -0.11
44 N -1.1771 -1.8586 0.0697  -0.03
45 H -5.2195 2.9613 0.3220  0.12
46 H -5.1345 2.2510 -1.3022  0.12
47 H -3.6905 3.0152 -0.5945  0.08
48 H -5.8564 0.8944 1.5809  0.16
49 H -4.6376 -1.5132 2.0640  0.16
50 H -4.2387 -3.1892 0.5159  0.15
51 H -2.9670 -5.2828 0.1802  0.15
52 H -0.4962 -5.1498 -0.2133  0.15
53 H 0.5668 -2.9295 -0.2546  0.06
54 C -1.2034 3.3227 1.0380  -0.01
55 C -0.5930 2.2588 1.8913  -0.25
56 C -0.5589 2.3852 3.2642  0.03
57 C 0.0412 1.4070 4.0558  0.06
58 C 0.6259 0.2890 3.4724  0.02
59 C 0.6038 0.2063 2.0962  -0.40
60 N -0.0275 1.1542 1.3262  -0.02
61 N 1.1571 -0.7616 1.2488  -0.17
62 Si 2.2620 -2.0914 2.0431  0.52
63 C 2.8629 -3.2567 0.7165  -0.15
64 C 3.6533 -1.1504 2.7862  -0.14
65 C 1.1283 -2.9370 3.2419  -0.15
66 H -0.6842 4.2637 1.2318  0.12
67 H -2.2436 3.4856 1.3238  0.10
68 H -1.1547 3.0946 -0.0225  0.03
69 H -0.9930 3.2674 3.7159  0.15
70 H 0.0646 1.5252 5.1324  0.15
71 H 1.1072 -0.4679 4.0698  0.11
72 H 2.4332 -3.1431 -0.2761  0.00
73 H 2.6782 -4.2848 1.0378  0.06
74 H 3.9451 -3.1658 0.6107  0.07
75 H 4.2968 -0.6779 2.0410  0.04
76 H 4.2804 -1.8855 3.3046  0.08
77 H 3.3747 -0.3997 3.5244  0.05
78 H 0.1112 -2.5422 3.2553  0.04
79 H 1.5236 -2.8643 4.2589  0.07
80 H 1.0658 -4.0034 3.0176  0.05

Cartesian forces (eV/Å) of the 3 atoms listed first:
-1.401 0.399 -0.248
-0.035 -0.025 -0.010
-0.015 0.160 0.077

Summary:
- E_LUMO (eV) = -13.65
- HOMO (eV) = -20.2525
- net charge = +4
- ΔE to the lowest compared entry with this formula, charge and spin (kcal per mole) = 0.0
- HOMO-LUMO gap (eV) = 6.6
- spin multiplicity = 1